An isolated molecule of C7H8BrNS at a distorted geometry, computed with wB97M-V/def2-TZVPD.

Orbital gap   8.3 eV
Multiplicity   1
DFT total energy   -3298.42289 Ha
Relative energy (zero: lowest compared OMol25 entry of this formula, charge and spin)   0.0 kJ/mol
LUMO   0.83 eV

The geometry in XYZ format:
```
18
C7H8BrNS, DFT wB97M-V/def2-TZVPD
C 0.424 -0.943 1.988
N 0.209 0.038 0.962
C 1.319 0.862 0.420
C 0.765 1.444 -0.874
C -0.319 0.539 -1.221
C -1.193 0.349 -2.202
S -2.127 -1.131 -2.006
C -1.542 -1.309 -0.361
Br -2.306 -2.552 0.693
C -0.553 -0.364 -0.117
H -0.492 -1.076 2.327
H 0.736 -1.946 1.714
H 1.183 -0.520 2.587
H 2.095 0.092 0.201
H 1.641 1.556 1.178
H 1.411 1.633 -1.687
H 0.364 2.501 -0.512
H -1.615 0.827 -3.089
```